(1)
The following is a DFT calculation (ωB97M-V with the def2-TZVPD basis set) of a 4-piece molecular cluster, C36H63F5O11PS overall in a non-equilibrium geometry.

Results
**LUMO energy**: 1.501 eV
**Energy above the lowest of the compared OMol25 structures with the same formula, charge and spin**: 0.326 eV
**Net charge**: -1
**Electronic energy**: -3476.04058 a.u.

Cartesian coordinates (Å):
C 4.126 -1.606 -1.469
O 4.139 -0.203 -1.415
C 3.080 0.365 -2.167
C 3.322 1.867 -2.325
C 2.145 2.730 -1.836
C 2.026 4.031 -2.627
C 1.305 5.161 -1.874
C 0.270 5.893 -2.752
C -1.168 5.690 -2.274
C -1.517 4.194 -2.130
C -3.010 3.953 -2.313
C -3.431 2.482 -2.311
P -3.437 1.435 -3.903
C -2.548 2.728 -4.994
C -2.448 2.249 -6.443
O -1.365 3.011 -7.121
C -0.215 2.338 -7.206
C 0.898 2.859 -6.359
O -0.059 1.413 -7.939
C -1.754 0.489 -3.515
F -1.192 0.022 -4.684
F -0.774 1.291 -2.962
C -1.957 -0.698 -2.609
C -2.250 -1.945 -3.172
C -2.470 -3.070 -2.365
C -2.413 -2.943 -0.985
C -2.139 -1.690 -0.428
C -2.106 -1.600 1.075
F -3.238 -2.069 1.631
F -1.133 -2.390 1.596
F -1.941 -0.354 1.509
C -1.899 -0.571 -1.225
S -5.471 2.274 -4.499
C -6.728 1.418 -3.549
O -5.632 3.703 -4.221
O -5.738 1.915 -5.891
H 3.185 -2.007 -1.090
H 4.320 -1.974 -2.477
H 4.920 -1.961 -0.820
H 2.115 0.169 -1.698
H 3.077 -0.101 -3.156
H 3.469 2.082 -3.378
H 4.212 2.111 -1.757
H 1.222 2.160 -1.907
H 2.283 2.939 -0.776
H 1.543 3.801 -3.572
H 3.034 4.364 -2.862
H 2.054 5.881 -1.556
H 0.801 4.784 -0.991
H 0.313 5.548 -3.781
H 0.449 6.967 -2.798
H -1.369 6.243 -1.357
H -1.809 6.126 -3.038
H -0.937 3.678 -2.889
H -1.220 3.898 -1.128
H -3.462 4.398 -1.419
H -3.409 4.544 -3.126
H -2.868 1.979 -1.528
H -4.460 2.448 -1.951
H -3.565 0.585 -5.071
H -4.172 0.419 -3.134
H -3.103 3.657 -5.062
H -1.530 2.902 -4.671
H -2.179 1.205 -6.526
H -3.353 2.483 -6.982
H 1.196 3.840 -6.722
H 0.562 2.998 -5.335
H 1.732 2.172 -6.355
H -2.325 -2.070 -4.238
H -2.674 -4.022 -2.824
H -2.582 -3.792 -0.344
H -1.665 0.377 -0.774
H -6.704 0.355 -3.753
H -7.672 1.841 -3.872
H -6.577 1.581 -2.487
O 3.872 -1.339 4.666
C 2.808 -0.799 4.506
O 2.152 -0.987 3.358
C 0.805 -0.533 3.142
C 0.736 0.904 2.698
C 2.239 0.142 5.545
H 0.194 -0.719 4.027
H 0.408 -1.154 2.349
H 1.125 1.592 3.451
H -0.303 1.161 2.505
H 1.315 1.063 1.788
H 2.689 1.124 5.405
H 2.514 -0.231 6.529
H 1.157 0.240 5.517
O -2.896 -5.611 1.054
C -2.146 -5.587 1.989
O -0.834 -5.796 1.770
C 0.165 -5.594 2.770
C 0.337 -6.810 3.657
C -2.645 -5.380 3.400
H -0.042 -4.689 3.343
H 1.083 -5.409 2.214
H -0.572 -7.034 4.216
H 1.146 -6.650 4.369
H 0.572 -7.686 3.051
H -2.988 -6.338 3.791
H -3.488 -4.694 3.360
H -1.907 -4.961 4.080
O 4.836 -4.222 11.337
C 4.851 -3.648 10.283
O 3.758 -3.699 9.501
C 3.615 -2.914 8.311
C 4.249 -3.567 7.103
C 6.087 -2.929 9.789
H 3.990 -1.902 8.475
H 2.539 -2.829 8.164
H 5.326 -3.682 7.227
H 4.069 -2.967 6.212
H 3.832 -4.563 6.952
H 6.749 -3.659 9.325
H 6.591 -2.495 10.648
H 5.889 -2.130 9.080

=====

(2)
The following is a DFT calculation (ωB97M-V with the def2-TZVPD basis set) of C36H63N7P2PrSi as an isolated structure in a non-equilibrium geometry.

Results
**LUMO energy (alpha / beta)**: -2.133 / -2.108 eV
**Multiplicity**: 3
**Net charge**: +1
**Electronic energy**: -3281.86078 a.u.

Cartesian coordinates (Å):
Pr -0.834 0.780 0.147
C 0.202 1.752 5.353
C -0.137 1.876 3.866
C 0.735 2.956 3.212
P -0.029 0.302 2.868
C -0.744 -0.987 4.029
C -1.628 -1.979 3.261
C 0.204 -1.760 4.941
C 1.755 0.030 2.593
C 2.620 -0.251 3.655
C 3.967 -0.535 3.493
C 4.855 -0.836 4.670
C 4.450 -0.579 2.182
C 3.644 -0.252 1.119
C 2.293 0.146 1.280
N 1.538 0.586 0.198
C 2.223 1.146 -0.888
C 3.373 1.942 -0.684
C 4.111 2.440 -1.731
C 3.745 2.186 -3.055
C 4.562 2.717 -4.201
C 2.568 1.483 -3.263
C 1.780 0.987 -2.222
P 0.088 0.381 -2.531
C 0.182 -1.032 -3.749
C 0.726 -2.302 -3.066
C 0.957 -0.782 -5.046
C -0.733 1.705 -3.586
C -2.234 1.676 -3.267
C -0.197 3.128 -3.399
H 0.046 2.722 5.831
H 1.253 1.487 5.497
H -0.419 1.025 5.879
H -1.184 2.169 3.766
H 1.795 2.713 3.333
H 0.552 3.920 3.695
H 0.523 3.083 2.152
H -1.407 -0.387 4.654
H -1.010 -2.725 2.753
H -2.260 -1.482 2.527
H -2.275 -2.516 3.959
H 0.980 -2.273 4.369
H -0.367 -2.516 5.486
H 0.687 -1.122 5.682
H 2.224 -0.250 4.660
H 4.465 -0.382 5.582
H 5.865 -0.460 4.504
H 4.931 -1.913 4.840
H 5.478 -0.871 1.998
H 4.049 -0.304 0.117
H 3.660 2.183 0.333
H 4.982 3.054 -1.524
H 5.627 2.552 -4.029
H 4.414 3.794 -4.323
H 4.288 2.233 -5.139
H 2.221 1.363 -4.281
H -0.871 -1.183 -4.005
H 1.529 -2.065 -2.367
H 1.126 -2.991 -3.814
H -0.053 -2.839 -2.520
H 2.033 -0.782 -4.860
H 0.686 0.151 -5.543
H 0.745 -1.596 -5.743
H -0.608 1.411 -4.629
H -2.418 2.070 -2.265
H -2.646 0.666 -3.339
H -2.780 2.311 -3.969
H -0.184 3.410 -2.348
H -0.855 3.829 -3.924
H 0.808 3.252 -3.800
C 1.398 6.052 -1.014
Si -0.245 6.118 -0.130
C -1.436 7.176 -1.096
C -0.041 6.819 1.585
C -0.840 4.392 0.009
C -1.116 3.197 0.102
H 1.816 7.057 -1.144
H 1.291 5.597 -2.004
H 2.118 5.453 -0.445
H -1.085 8.213 -1.084
H -2.439 7.155 -0.660
H -1.511 6.855 -2.140
H 0.227 7.879 1.545
H 0.745 6.288 2.134
H -0.973 6.725 2.152
N 0.345 -2.201 0.155
N -1.072 -2.058 0.069
H 0.644 -3.149 -0.037
H 0.633 -1.976 1.097
H -1.555 -2.774 0.595
H -1.323 -2.182 -0.900
C -7.424 -1.686 -0.222
C -7.664 -0.187 -0.052
C -7.630 0.222 1.419
C -6.699 0.632 -0.921
N -5.279 0.390 -0.626
C -4.398 -0.383 -1.275
N -3.250 -0.306 -0.658
N -3.453 0.547 0.376
N -4.662 0.979 0.397
H -8.190 -2.257 0.305
H -6.455 -1.979 0.195
H -7.453 -1.984 -1.276
H -8.654 0.051 -0.451
H -6.691 -0.071 1.893
H -8.443 -0.266 1.960
H -7.743 1.302 1.538
H -6.873 1.698 -0.799
H -6.834 0.376 -1.969
H -4.624 -0.972 -2.151

=====

(3)
The following is a DFT calculation (ωB97M-V with the def2-TZVPD basis set) of a 3-piece molecular cluster, C36H64BIN6O12S overall in a non-equilibrium geometry.

Results
**LUMO energy**: 0.086 eV
**Electronic energy**: -3362.16295 a.u.

Cartesian coordinates (Å):
O 2.850 -4.676 0.296
C 3.792 -4.124 -0.166
I 4.582 -4.919 -2.064
C 4.570 -2.914 0.433
C 3.746 -1.578 0.595
C 2.984 -1.831 1.988
C 3.918 -1.667 3.255
O 3.707 -0.406 3.941
C 2.692 -1.412 -0.596
C 1.186 -1.781 -0.312
C 0.227 -1.614 -1.556
C -0.111 -2.945 -2.321
C 1.085 -3.570 -3.148
S 2.053 -2.380 -4.160
C 0.995 -1.636 -5.415
N 1.524 -1.689 -6.665
N 0.610 -1.043 -7.440
C -0.413 -0.647 -6.672
O -0.211 -1.003 -5.332
C 3.007 0.044 -1.171
O 2.288 0.831 -1.718
N 4.395 0.177 -0.809
C 4.547 -0.185 0.624
C 6.012 -0.205 1.200
C 7.028 0.696 0.353
C 7.514 0.001 -0.966
N 8.417 -1.155 -0.753
C 8.268 -2.095 -1.907
C 8.982 -1.468 -3.145
C 8.355 -0.509 -4.063
C 9.108 0.070 -5.184
C 10.509 -0.334 -5.380
C 11.134 -1.315 -4.493
C 10.382 -1.886 -3.385
O 11.020 -2.837 -2.554
O 3.562 0.668 1.259
B 4.026 1.953 1.573
O 3.716 2.998 0.660
O 4.789 2.289 2.715
H 5.441 -2.687 -0.253
H 5.051 -3.274 1.391
H 2.098 -1.163 2.122
H 2.580 -2.883 2.046
H 5.001 -1.877 3.062
H 3.582 -2.453 3.998
H 4.581 -0.033 4.142
H 2.895 -2.022 -1.532
H 1.073 -2.849 0.040
H 0.741 -1.163 0.521
H 0.562 -0.865 -2.315
H -0.768 -1.222 -1.149
H -0.942 -2.749 -3.062
H -0.478 -3.723 -1.602
H 1.706 -4.174 -2.439
H 0.632 -4.316 -3.865
H -1.289 -0.082 -7.062
H 4.836 1.048 -1.107
H 6.472 -1.237 1.154
H 6.044 0.057 2.295
H 7.935 0.825 1.007
H 6.566 1.703 0.137
H 8.115 0.774 -1.533
H 6.693 -0.318 -1.662
H 8.212 -1.660 0.111
H 7.201 -2.392 -2.096
H 8.813 -3.042 -1.625
H 7.301 -0.185 -3.925
H 8.646 0.820 -5.868
H 11.114 0.103 -6.208
H 12.187 -1.674 -4.622
H 10.571 -3.670 -2.801
H 3.516 3.818 1.141
H 5.178 3.160 2.509
C -6.832 -1.913 1.064
O -7.132 -1.127 -0.075
C -7.293 0.264 0.202
C -6.095 1.070 -0.289
N -4.905 0.820 0.518
C -3.649 1.280 -0.080
C -3.264 0.762 -1.472
O -2.903 -0.611 -1.516
C -3.995 -1.515 -1.511
H -6.987 -2.960 0.799
H -5.786 -1.797 1.365
H -7.486 -1.667 1.905
H -7.494 0.450 1.261
H -8.174 0.589 -0.358
H -6.339 2.138 -0.244
H -5.938 0.806 -1.340
H -4.823 -0.174 0.689
H -2.853 0.991 0.612
H -3.661 2.375 -0.104
H -2.365 1.306 -1.775
H -4.017 0.988 -2.235
H -4.853 -1.134 -2.069
H -4.276 -1.759 -0.485
H -3.666 -2.444 -1.981
C -9.918 1.192 3.218
O -9.300 2.226 2.471
C -10.116 3.383 2.296
C -9.640 4.536 3.173
N -9.904 4.290 4.586
C -9.185 5.172 5.508
C -7.654 5.231 5.426
O -6.990 4.057 5.868
C -6.970 2.993 4.932
H -9.336 0.280 3.073
H -9.920 1.419 4.288
H -10.941 1.008 2.879
H -11.175 3.164 2.462
H -10.004 3.683 1.251
H -10.154 5.455 2.867
H -8.571 4.671 2.976
H -9.653 3.336 4.809
H -9.450 4.846 6.518
H -9.582 6.187 5.393
H -7.331 6.020 6.112
H -7.291 5.533 4.437
H -6.874 3.346 3.902
H -7.860 2.373 5.049
H -6.109 2.361 5.158

=====

(4)
The following is a DFT calculation (ωB97M-V with the def2-TZVPD basis set) of a 10-piece molecular cluster, C36H64N4O16 overall in a non-equilibrium geometry.

Results
**LUMO energy**: 0.635 eV
**Energy above the lowest of the compared OMol25 structures with the same formula, charge and spin**: 0.000 eV
**Electronic energy**: -2833.10809 a.u.

Cartesian coordinates (Å):
O 1.840 -2.602 3.498
C 1.314 -3.395 2.755
C 0.084 -4.180 2.979
C -0.254 -4.856 1.646
C 1.033 -4.706 0.844
O 1.790 -3.647 1.471
H 0.286 -4.782 3.822
H -0.582 -3.416 3.313
H -0.509 -5.896 1.848
H -1.105 -4.443 1.093
H 1.646 -5.640 0.833
H 0.894 -4.437 -0.197
O -3.521 3.151 -0.119
C -2.751 3.880 0.497
C -1.612 4.675 -0.143
C -1.162 5.542 1.041
C -1.627 4.698 2.283
O -2.761 3.945 1.824
H -0.747 4.079 -0.427
H -2.002 5.260 -0.963
H -0.066 5.729 0.963
H -1.679 6.503 0.977
H -0.832 4.006 2.599
H -1.867 5.338 3.151
O 1.546 -0.029 -7.106
C 1.898 -0.793 -6.241
C 2.425 -0.349 -4.887
C 2.056 -1.469 -3.981
C 1.903 -2.716 -4.860
O 1.673 -2.168 -6.214
H 3.543 -0.245 -4.949
H 2.006 0.627 -4.627
H 2.681 -1.682 -3.140
H 1.040 -1.318 -3.628
H 2.703 -3.433 -4.734
H 1.036 -3.341 -4.573
O 2.500 1.737 -1.166
C 2.838 2.587 -0.438
C 4.245 2.859 0.061
C 3.939 3.679 1.339
C 2.550 4.278 1.132
O 1.965 3.401 0.162
H 4.854 1.950 0.200
H 4.806 3.413 -0.654
H 3.876 3.031 2.189
H 4.692 4.439 1.462
H 1.881 4.293 2.009
H 2.604 5.219 0.741
O 5.949 -0.508 -1.712
C 5.445 -0.619 -0.610
C 4.093 -1.098 -0.269
C 4.006 -0.696 1.216
C 5.426 -0.805 1.655
O 6.110 -0.314 0.508
H 3.359 -0.585 -0.888
H 4.019 -2.165 -0.335
H 3.674 0.332 1.278
H 3.326 -1.360 1.759
H 5.697 -0.223 2.531
H 5.743 -1.800 1.905
O -0.624 2.031 2.045
C -0.647 1.121 1.271
C -1.051 1.003 -0.176
C -0.832 -0.433 -0.546
C -0.133 -1.050 0.713
O -0.168 -0.076 1.709
H -2.098 1.406 -0.243
H -0.550 1.707 -0.757
H -1.654 -1.042 -0.753
H -0.065 -0.507 -1.327
H -0.726 -1.916 1.029
H 0.924 -1.298 0.651
C -2.196 -5.018 -4.746
N -1.575 -5.121 -3.480
C -1.780 -4.474 -2.290
C -3.016 -3.504 -2.244
O -1.105 -4.700 -1.303
H -3.091 -4.376 -4.631
H -2.481 -5.990 -5.104
H -1.556 -4.602 -5.514
H -0.806 -5.769 -3.474
H -2.915 -2.664 -2.926
H -3.069 -3.074 -1.224
H -3.887 -4.099 -2.497
C -1.751 0.870 -5.760
N -2.636 1.242 -4.645
C -3.018 0.273 -3.742
C -4.094 0.780 -2.784
O -2.427 -0.775 -3.658
H -1.882 -0.170 -6.086
H -0.734 0.964 -5.351
H -1.901 1.531 -6.611
H -3.277 2.002 -4.709
H -4.766 -0.022 -2.521
H -4.723 1.698 -3.047
H -3.646 1.137 -1.859
C 2.427 0.295 5.185
N 2.182 1.729 4.907
C 1.011 2.450 4.861
C -0.219 1.631 5.031
O 1.020 3.654 4.572
H 2.223 -0.296 4.323
H 1.907 -0.106 6.076
H 3.517 0.253 5.394
H 2.997 2.301 4.881
H -1.083 2.296 4.878
H -0.231 1.121 5.991
H -0.177 0.838 4.274
C -5.330 1.908 2.869
N -4.370 1.165 2.122
C -3.735 0.029 2.430
C -4.068 -0.583 3.768
O -2.913 -0.466 1.616
H -5.308 2.921 2.439
H -5.076 2.029 3.899
H -6.339 1.521 2.774
H -4.057 1.504 1.213
H -4.874 -0.080 4.299
H -3.175 -0.516 4.416
H -4.300 -1.613 3.650